Here is the molecule C6H12O from the OMol25 dataset. Energies are from the ωB97M-V functional and the def2-TZVPD basis.

```
19
Properties=species:S:1:pos:R:3:forces:R:3
C -2.108295 0.131406 -0.174413 -0.1 -0.1 -0.2
C -0.633636 0.054907 0.198988 0.1 0.1 -0.7
O -0.461028 0.632967 1.510611 0.1 0.4 -0.2
C 0.157142 -1.256082 0.188029 0.0 0.0 -0.1
C 1.629742 -0.751790 0.204463 0.1 -0.1 0.0
C 1.581969 0.739370 -0.224751 0.1 0.1 0.2
C 0.219980 0.847827 -0.862153 -0.2 0.0 0.4
H -2.537380 -0.820131 -0.480623 0.0 -0.1 0.0
H -2.192111 0.840455 -0.998472 -0.3 -0.1 -0.1
H -2.703306 0.552238 0.644258 0.1 -0.2 -0.1
H -1.153906 0.279146 2.086982 0.2 0.1 -0.3
H -0.057216 -1.932341 1.023660 -0.1 0.2 -0.1
H -0.071042 -1.787880 -0.741816 0.1 0.0 0.1
H 2.059724 -0.829186 1.205482 0.0 -0.1 -0.1
H 2.245386 -1.349674 -0.473852 0.0 0.1 0.1
H 2.422868 1.054028 -0.844130 -0.1 -0.1 0.0
H 1.535509 1.374476 0.657659 0.4 0.0 0.1
H 0.252530 0.384428 -1.865236 -0.5 -0.4 0.6
H -0.186929 1.835836 -1.054688 0.2 0.4 0.4
```
Forces are in eV/Å.

## Properties
- LUMO level: 0.9 eV
- Gap between HOMO and LUMO: 10.94 eV

***

Here is the molecule C6H12O from the OMol25 dataset. Energies are from the ωB97M-V functional and the def2-TZVPD basis.

```
19
Properties=species:S:1:pos:R:3:forces:R:3
C 0.539957 1.546035 -0.288782 0.1 0.0 0.0
C 1.326013 -0.988653 0.445905 -0.3 -0.1 0.0
C 1.859258 -2.303934 -0.051520 -0.2 0.3 0.1
O 0.125105 -0.845442 -0.048965 0.6 0.0 0.2
C -0.511150 0.498517 0.029325 -0.2 0.1 0.0
C -1.109393 0.729755 1.413270 0.1 -0.1 0.0
C -1.569168 0.385440 -1.059613 0.0 0.0 0.0
H 1.056448 1.275611 -1.215505 -0.1 0.2 0.0
H 1.282096 1.563031 0.510049 -0.1 0.1 -0.1
H 0.077529 2.533249 -0.395807 0.0 -0.2 0.0
H 2.546466 -1.962953 -0.845265 -0.1 -0.2 0.1
H 1.072978 -2.934203 -0.490737 0.3 -0.1 0.1
H 2.474362 -2.819900 0.697440 -0.2 0.2 -0.2
H -1.571540 1.725339 1.455037 0.1 -0.2 -0.1
H -1.876386 -0.011602 1.657302 0.1 0.0 -0.1
H -0.323058 0.683481 2.172901 -0.1 0.0 -0.1
H -2.279832 -0.400199 -0.787704 0.0 0.1 -0.1
H -1.084405 0.096912 -1.998024 -0.1 0.1 0.1
H -2.112817 1.324199 -1.210966 0.1 -0.1 0.1
```
Forces are in eV/Å.

## Properties
- LUMO level: 1.0 eV
- Gap between HOMO and LUMO: 9.03 eV

***

Short version: max |F| = 0.83; 0.59 eV/Å, in the order given.
Short version: energy above the lowest of the compared OMol25 structures with the same formula, charge and spin = 13.0; 59.3 kcal/mol, in the order given.